Formula: C7H8
Source: OMol25
Level of theory: the ωB97M-V functional and the def2-TZVPD basis

- Kohn-Sham gap (eV) = 11.110
- total energy (Eh) = -271.3179
- E_HOMO (eV) = -10.441
- energy above the lowest of the compared OMol25 structures with the same formula, charge and spin (kcal/mol) = 134.0

Positions of all 15 atoms, in Å:
C 0.55616 -0.33774 -1.49067
C 0.15820 0.00441 -0.04287
C 1.08788 1.09397 0.52330
C -1.26666 0.39882 0.05029
C -2.44372 0.50158 0.28290
C 0.18031 -1.21653 0.82066
C 0.16505 -2.23984 1.55679
H -0.07616 -1.13179 -1.89462
H 1.59872 -0.67154 -1.52042
H 0.45892 0.55143 -2.12178
H 1.00593 2.00229 -0.08220
H 0.83108 1.33118 1.55828
H 2.12663 0.74873 0.49107
H -3.48493 0.55940 0.51171
H -0.89742 -1.59437 1.35757